## P
Here is a 10-piece molecular cluster, C45H115N5O15S5 overall from the Open Molecules 2025 dataset. Energies are from wB97M-V/def2-TZVPD.

Atoms and positions in Å:
H1 6.185 -19.894 -1.491
H2 5.015 -20.992 0.480
H3 10.858 -25.833 -1.662
O1 14.305 -8.184 -2.210
C1 11.494 -8.188 -11.585
H4 21.661 -7.935 -1.421
O2 3.612 -22.015 -0.811
H5 1.439 -17.433 -6.256
H6 3.453 -18.750 -8.294
H7 10.514 -6.471 -5.017
H8 6.634 -14.396 2.021
H9 10.033 -9.425 -10.831
H10 10.918 -7.382 -11.131
O3 12.429 -7.916 -3.855
H11 15.046 -17.880 -2.786
H12 11.974 -14.943 -5.321
C2 14.260 -25.270 -1.382
H13 8.285 -11.083 -11.377
H14 12.250 -8.184 -5.916
H15 13.436 -21.923 7.882
H16 5.172 -14.208 1.219
H17 22.650 -11.634 2.744
O4 14.126 -9.765 -4.158
H18 23.992 -12.459 1.979
C3 10.502 -9.309 -11.809
C4 21.258 -10.871 -2.268
H19 20.048 -9.870 -0.800
H20 16.024 -16.491 -2.882
S1 11.864 -19.290 4.338
O5 4.274 -17.061 -6.427
H21 8.412 -13.507 0.930
H22 16.584 -13.053 -8.003
N1 11.132 -10.519 -12.340
H23 19.899 -14.515 -9.570
H24 13.959 -15.612 -3.033
H25 7.220 -11.683 -1.274
N2 12.879 -25.216 -0.935
H26 21.524 -14.049 -7.060
C5 14.786 -7.145 -4.760
H27 14.731 -26.174 -0.995
O6 12.083 -20.715 5.210
O7 12.626 -18.219 5.022
C6 10.117 -11.559 -12.579
S2 18.428 -12.039 -9.234
H28 15.840 -7.404 -4.860
S3 2.535 -21.892 0.398
C7 12.912 -20.652 6.308
C8 14.090 -16.349 -3.825
H29 13.313 -27.607 -2.179
H30 14.214 -25.300 -2.470
C9 9.046 -11.860 -11.455
H31 21.102 -7.641 0.242
C10 16.895 -13.112 -9.045
O8 1.396 -22.718 0.082
H32 1.781 -16.419 -7.730
H33 4.865 -11.029 -1.798
C11 11.877 -10.313 -13.591
H34 14.432 -23.172 -1.080
H35 9.222 -12.053 -0.823
S4 13.999 -8.444 -3.619
C12 4.507 -18.482 -8.229
H36 6.611 -11.881 2.832
H37 5.418 -10.127 -0.390
H38 21.610 -9.898 -2.612
H39 11.175 -9.819 -14.263
O9 18.177 -10.726 -8.600
H40 16.126 -12.762 -9.734
H41 13.719 -20.219 3.120
H42 11.782 -22.237 7.185
H43 23.428 -9.430 -0.665
H44 11.228 -16.345 -6.080
H45 8.660 -12.850 -11.697
H46 10.425 -12.214 0.468
H47 22.078 -14.193 -8.752
H48 22.020 -12.578 0.450
H49 9.747 -7.902 -5.721
H50 9.742 -8.955 -12.506
H51 22.144 -11.506 -2.261
C13 21.960 -7.912 -0.373
H52 6.252 -13.022 -0.646
H53 4.497 -19.643 -1.539
C14 22.644 -9.247 0.069
H54 12.240 -19.902 -6.091
H55 12.256 -20.627 2.351
H56 21.578 -15.573 -7.932
C15 5.165 -11.123 -0.754
H57 2.677 -19.389 0.616
H58 12.860 -18.943 2.057
H59 4.909 -18.692 -9.221
H60 13.031 -17.566 -6.111
H61 12.640 -19.817 6.954
O10 3.612 -14.541 -6.457
C16 11.928 -25.963 -1.821
H62 5.682 -22.188 -0.499
C17 20.760 -10.695 -0.846
O11 3.224 -22.004 1.687
H63 13.241 -22.809 6.375
C18 4.626 -17.026 -7.766
O12 19.547 -12.888 -8.310
H64 1.019 -19.966 0.498
H65 22.661 -7.106 -0.161
C19 15.337 -17.090 -3.479
C20 6.110 -12.241 1.934
C21 23.327 -11.600 1.890
H66 11.487 -9.402 -4.955
H67 10.633 -12.502 -12.760
H68 10.874 -17.342 -3.754
C22 11.656 -16.609 -3.950
N3 21.811 -10.501 0.199
H69 13.933 -20.457 5.979
H70 11.680 -27.992 -2.482
C23 12.694 -11.547 -14.096
H71 14.181 -15.728 -4.716
H72 23.173 -8.965 0.979
H73 12.091 -12.203 -14.724
H74 14.041 -18.653 -5.338
H75 5.193 -11.654 1.965
C24 10.399 -7.551 -4.922
H76 5.121 -13.979 2.921
C25 12.792 -19.772 2.762
C26 13.071 -18.173 -5.206
H77 8.742 -12.260 2.101
H78 9.722 -11.352 -13.573
N4 7.011 -11.850 0.842
C27 4.930 -21.400 -0.527
H79 23.491 -11.713 -0.253
H80 3.906 -16.451 -8.347
S5 3.226 -15.841 -5.855
H81 23.893 -10.674 1.780
C28 11.271 -15.761 -5.161
H82 13.058 -12.060 -13.206
H83 5.644 -16.667 -7.918
C29 12.827 -22.004 6.982
C30 22.662 -11.698 0.455
H84 13.420 -26.331 0.785
H85 20.138 -11.547 -0.573
H86 15.848 -23.818 -1.756
C31 11.376 -25.435 1.057
C32 19.897 -14.235 -8.516
H87 17.128 -14.103 -9.435
C33 2.023 -20.087 0.092
C34 6.468 -11.959 -0.535
H88 11.640 -15.950 -3.082
H89 5.257 -20.763 -2.660
C35 12.312 -27.447 -1.779
H90 12.003 -7.754 -12.446
H91 12.598 -9.521 -13.391
C36 9.448 -11.803 0.213
H92 4.389 -11.511 -0.094
H93 9.483 -10.718 0.320
N5 12.946 -17.234 -4.061
C37 1.644 -16.438 -6.649
H94 5.042 -19.087 -7.497
O13 18.826 -12.153 -10.646
C38 12.801 -25.484 0.489
H95 20.508 -11.165 -3.002
H96 11.421 -25.409 2.145
H97 14.308 -7.316 -5.724
H98 15.496 -24.064 -0.001
H99 9.562 -11.976 -10.502
C39 5.737 -13.777 2.045
H100 10.860 -24.506 0.814
H101 19.140 -14.857 -8.038
H102 14.520 -6.142 -4.426
H103 0.938 -15.656 -6.367
H104 11.908 -25.533 -2.822
H105 10.287 -15.311 -5.032
H106 13.337 -24.633 0.909
C40 8.396 -12.428 1.081
C41 11.949 -19.226 -5.287
H107 12.237 -28.029 -0.860
H108 10.969 -18.759 -5.383
H109 9.841 -7.697 -3.997
H110 15.734 -17.614 -4.348
H111 11.852 -19.778 -4.352
H112 13.528 -11.218 -14.716
C42 15.085 -24.041 -1.010
H113 12.348 -8.322 -10.920
O14 10.466 -19.174 3.929
H114 2.127 -20.059 -0.993
C43 11.699 -8.333 -4.987
O15 3.010 -16.003 -4.432
C44 21.331 -14.516 -8.026
H115 10.835 -26.306 0.688
C45 5.246 -20.431 -1.622

Values from the calculation:
M = 1126.77 g/mol
frontier orbital gap = 8.02 eV
SMILES string = CCOS(C)(=O)=O.CCOS(C)(=O)=O.CCOS(C)(=O)=O.CCOS(C)(=O)=O.CCOS(C)(=O)=O.CCN(CC)CC.CCN(CC)CC.CCN(CC)CC.CCN(CC)CC.CCN(CC)CC
charge = 0
LUMO energy = 0.09 eV

## Q
Here is a 10-piece molecular cluster, C45H115N5O15S5 overall from the Open Molecules 2025 dataset. Energies are from wB97M-V/def2-TZVPD.

Atoms and positions in Å:
H1 -13.380 18.296 -7.836
O1 -10.276 14.966 -6.760
H2 -8.322 17.094 -3.244
H3 -15.512 14.858 -7.181
H4 -9.290 9.426 -7.993
H5 -9.044 19.201 -1.152
S1 -15.828 21.807 -5.503
H6 -12.432 20.972 -8.229
H7 -16.646 12.755 -10.301
H8 -22.463 14.634 -10.253
C1 -7.864 10.359 -10.575
H9 -14.594 12.578 -4.795
H10 -18.703 13.816 -8.712
H11 -14.708 4.648 -1.825
O2 -9.661 17.158 -7.731
H12 -13.621 5.466 -6.416
C2 -19.340 17.377 -8.965
C3 -13.583 17.689 -8.719
H13 -9.360 21.662 -4.893
H14 -13.377 21.728 -5.178
O3 -10.839 8.259 -10.867
C4 -16.148 18.040 -4.498
C5 -8.425 18.828 -1.967
C6 -15.224 12.584 -5.698
H15 -17.892 9.218 -4.505
H16 -10.607 8.262 -8.149
N1 -11.101 21.063 -5.832
H17 -11.461 17.820 -9.365
C7 -14.693 9.869 -1.192
H18 -21.483 16.953 -10.693
H19 -15.282 8.465 -6.993
O4 -9.666 16.781 -1.608
O5 -11.877 16.077 -8.239
H20 -17.146 14.970 -14.517
H21 -7.804 10.607 -11.634
H22 -15.355 10.687 -1.467
H23 -13.800 22.875 -6.424
O6 -16.705 21.690 -6.643
O7 -10.633 10.721 -10.544
O8 -15.660 13.991 -12.400
C8 -14.623 5.734 -1.694
C9 -17.019 8.519 -2.609
H24 -14.989 10.410 -6.034
H25 -8.290 19.576 -2.748
O9 -15.003 15.073 -10.233
H26 -17.494 19.446 -5.323
H27 -16.907 7.175 -8.591
H28 -16.694 17.129 -4.739
H29 -16.496 18.296 -3.491
H30 -10.003 19.295 -5.937
C10 -14.055 15.412 -5.661
H31 -14.160 14.418 -13.857
C11 -14.490 14.580 -6.907
S2 -9.764 15.162 -1.909
H32 -10.889 20.416 -8.669
H33 -18.495 16.602 -7.125
H34 -13.946 14.877 -7.802
C12 -18.145 16.987 -8.087
H35 -13.266 8.247 -10.181
H36 -5.920 9.474 -10.742
C13 -9.049 17.589 -2.599
N2 -14.376 13.153 -6.731
H37 -16.061 19.176 -6.360
H38 -17.944 8.087 -2.222
H39 -10.507 14.873 -10.091
C14 -16.422 19.241 -5.329
H40 -9.737 21.859 -7.213
S3 -14.720 13.912 -11.053
H41 -13.446 14.919 -4.903
C15 -15.181 8.466 -8.075
C16 -10.833 21.822 -7.039
H42 -11.646 12.084 -8.394
H43 -14.022 21.187 -6.791
H44 -12.978 12.990 -8.999
H45 -20.335 13.652 -8.921
H46 -19.316 13.094 -10.303
C17 -12.724 12.213 -8.278
C18 -13.987 7.456 -9.919
H47 -14.490 9.098 -3.167
H48 -17.276 8.699 -7.802
H49 -15.088 17.791 -4.467
O10 -15.688 20.365 -4.790
C19 -11.404 21.328 -8.361
C20 -10.915 23.073 -4.236
C21 -19.560 15.262 -10.110
H50 -14.875 9.447 -8.459
C22 -17.138 8.515 -4.147
H51 -11.778 17.811 -5.096
H52 -12.858 11.853 -6.116
C23 -13.412 6.169 -10.512
H53 -15.543 11.805 -11.230
H54 -12.353 16.781 -10.211
C24 -9.698 15.088 -9.401
O11 -13.390 13.549 -11.448
H55 -17.541 17.840 -7.768
H56 -16.032 11.121 -7.101
C25 -11.053 19.628 -5.980
C26 -14.073 21.915 -5.983
H57 -10.665 23.149 -3.184
H58 -16.848 8.670 -9.529
H59 -15.776 14.819 -15.600
C27 -15.594 12.485 -10.377
H60 -10.582 21.078 -3.795
H61 -6.494 9.494 -9.157
H62 -9.793 18.040 -3.263
H63 -12.305 13.425 -6.566
O12 -8.628 9.175 -10.333
H64 -15.203 12.043 -9.470
C28 -11.921 18.888 -4.976
H65 -11.730 19.111 -3.924
H66 -15.153 15.782 -13.301
H67 -12.331 6.706 -8.174
H68 -13.695 10.310 -1.149
H69 -13.581 5.893 -1.980
O13 -10.599 14.576 -0.908
H70 -10.503 23.810 -4.924
H71 -13.753 8.082 -1.951
H72 -14.973 15.678 -5.137
H73 -17.538 16.216 -8.559
C29 -19.439 13.838 -9.521
S4 -10.318 15.887 -7.851
H74 -19.029 17.726 -9.955
C30 -13.141 7.265 -7.706
C31 -14.643 8.674 -2.157
H75 -12.987 19.099 -5.096
H76 -20.102 15.198 -11.061
H77 -8.298 11.212 -10.051
H78 -14.344 16.918 -8.632
H79 -5.915 11.032 -9.756
C32 -22.565 15.508 -9.604
H80 -13.310 11.309 -8.451
N3 -15.828 7.835 -2.121
H81 -11.005 10.044 -8.079
C33 -21.488 16.586 -9.653
H82 -14.003 7.134 -5.720
N4 -20.186 16.176 -9.159
H83 -12.397 6.373 -5.910
H84 -13.290 6.299 -11.588
O14 -16.101 22.780 -4.489
H85 -11.433 19.333 -6.956
H86 -21.880 17.416 -9.061
H87 -13.978 18.332 -9.509
H88 -10.651 14.192 -3.853
H89 -14.807 5.864 -0.629
H90 -12.786 8.298 -7.597
H91 -13.564 16.333 -5.975
H92 -18.569 15.586 -10.446
C34 -10.450 21.673 -4.705
C35 -15.623 6.464 -2.581
H93 -7.436 18.627 -1.547
H94 -11.635 15.609 -3.318
H95 -16.173 8.693 -4.621
H96 -11.996 23.141 -4.367
H97 -16.114 13.178 -5.492
H98 -19.928 18.142 -8.463
H99 -16.548 5.922 -2.374
H100 -9.041 15.870 -9.777
H101 -17.487 7.546 -4.513
S5 -10.250 9.373 -10.177
H102 -23.571 15.883 -9.806
H103 -9.105 14.229 -9.105
C36 -13.023 12.644 -6.854
N5 -14.378 7.323 -8.510
H104 -11.373 22.134 -9.087
H105 -15.318 6.394 -3.630
C37 -16.639 8.228 -8.555
H106 -14.033 5.305 -10.279
H107 -11.069 22.887 -6.953
H108 -12.400 5.965 -10.161
C38 -12.255 17.092 -9.159
C39 -15.152 14.707 -13.513
H109 -16.940 9.525 -2.211
C40 -15.761 11.181 -6.042
C41 -13.382 6.530 -6.379
H110 -10.203 15.873 -4.228
H111 -16.626 11.038 -5.403
H112 -14.979 9.462 -0.221
C42 -16.171 14.501 -14.635
C43 -10.633 15.213 -3.478
H113 -16.371 13.428 -14.708
C44 -6.445 10.131 -10.046
H114 -14.877 7.769 -10.475
O15 -8.443 14.660 -2.117
H115 -22.640 15.073 -8.601
C45 -10.293 9.280 -8.374

Values from the calculation:
M = 1126.77 g/mol
frontier orbital gap = 8.14 eV
SMILES string = CCOS(C)(=O)=O.CCOS(C)(=O)=O.CCOS(C)(=O)=O.CCOS(C)(=O)=O.CCOS(C)(=O)=O.CCN(CC)CC.CCN(CC)CC.CCN(CC)CC.CCN(CC)CC.CCN(CC)CC
charge = 0
LUMO energy = 0.10 eV

Most stable one: Q, least stable one: P.

## P
Here is a 2-piece molecular cluster, C2H9N2 overall from the Open Molecules 2025 dataset. Energies are from wB97M-V/def2-TZVPD.

Atoms and positions in Å:
H1 -1.325 0.473 0.093
H2 -1.626 -1.449 -2.517
C1 0.529 1.071 0.924
N1 -0.729 -1.099 -2.186
H3 -0.450 -0.476 -2.939
H4 -0.691 -0.453 1.337
H5 -0.079 -1.885 -2.214
H6 -0.087 -0.423 -0.386
H7 1.248 -0.174 2.456
N2 -0.435 0.053 0.463
C2 1.185 0.843 2.081
H8 0.546 2.003 0.385
H9 1.913 1.515 2.504

Values from the calculation:
M = 61.11 g/mol
frontier orbital gap (alpha / beta) = 4.05 / 9.44 eV
multiplicity = 2
⟨S²⟩ = 0.75
charge = 0
LUMO energy (alpha / beta) = 0.76 / 0.49 eV

## Q
Here is a 2-piece molecular cluster, C2H9N2 overall from the Open Molecules 2025 dataset. Energies are from wB97M-V/def2-TZVPD.

Atoms and positions in Å:
H1 -0.133 1.268 1.401
H2 1.197 1.287 -1.412
H3 -1.866 -0.548 -0.231
H4 -1.618 -2.187 -0.168
H5 0.021 2.736 0.397
H6 1.293 -0.949 -1.328
C1 0.732 0.868 -0.489
C2 0.146 1.630 0.406
H7 1.873 -0.818 0.218
H8 -0.454 -1.187 0.242
N1 1.013 -0.579 -0.309
N2 -1.530 -1.314 0.322
H9 -1.960 -1.337 1.287

Values from the calculation:
M = 61.11 g/mol
frontier orbital gap (alpha / beta) = 4.07 / 10.83 eV
multiplicity = 2
⟨S²⟩ = 0.75
charge = 0
LUMO energy (alpha / beta) = 0.84 / 0.60 eV

Most stable one: P, least stable one: Q.